Formula: C23H27FeN4O3
Source: OMol25
Level of theory: ωB97M-V/def2-TZVPD

Geometry as XYZ:
```
58
C23H27FeN4O3 ωB97M-V/def2-TZVPD
O 5.760 5.148 2.737
C 4.830 4.533 2.394
Fe 3.811 3.157 2.237
C 5.123 1.936 2.148
O 5.910 1.098 2.319
C 3.726 2.897 3.961
O 3.946 2.728 5.092
C 0.869 0.676 1.451
C 0.143 1.845 2.042
C 0.653 3.010 2.514
C 1.818 3.777 2.109
C 2.395 3.614 0.801
C 2.485 2.306 0.216
C 2.157 1.104 0.787
H 1.161 -0.016 2.262
H -0.913 1.623 2.253
H 0.047 3.510 3.281
H 1.866 4.768 2.592
H 2.667 4.496 0.203
H 2.945 2.285 -0.786
H 2.808 0.251 0.535
C -2.358 2.774 -1.982
C -1.607 1.832 -2.909
N -1.819 0.411 -2.588
C -2.103 -0.446 -3.714
C -2.792 -1.727 -3.297
N -2.264 -2.270 -2.069
C -2.544 -3.668 -1.848
C -2.388 -4.072 -0.397
N -1.230 -3.471 0.212
C -0.773 -4.108 1.456
C 0.713 -4.425 1.469
C -0.949 -2.160 -0.060
C -0.154 -1.381 0.777
N 0.038 -0.069 0.532
C -0.503 0.560 -0.544
C -1.291 -0.151 -1.452
C -1.523 -1.538 -1.207
H -2.081 3.806 -2.221
H -3.439 2.672 -2.131
H -2.132 2.592 -0.928
H -1.967 1.966 -3.937
H -0.530 2.061 -2.892
H -2.749 0.116 -4.398
H -1.170 -0.692 -4.256
H -3.871 -1.535 -3.175
H -2.671 -2.481 -4.084
H -3.571 -3.865 -2.178
H -1.863 -4.279 -2.466
H -3.308 -3.813 0.160
H -2.259 -5.157 -0.329
H -1.032 -3.474 2.319
H -1.342 -5.041 1.541
H 0.958 -4.936 2.406
H 0.965 -5.100 0.643
H 1.333 -3.528 1.393
H 0.310 -1.761 1.684
H -0.246 1.613 -0.678
```

## Properties
- lowest unoccupied orbital energy (spin up / spin down) (eV) = -2.57 / -5.32
- net charge = +1
- total energy (eV) = -70767.36194
- molar mass (g/mol) = 463.339
- gap between HOMO and LUMO (spin up / spin down) (eV) = 5.602 / 5.264
- spin multiplicity = 5

---

Formula: C12H18N2O3
Source: OMol25
Level of theory: ωB97M-V/def2-TZVPD

Geometry as XYZ:
```
35
C12H18N2O3 ωB97M-V/def2-TZVPD
C -2.331 -2.385 0.399
C -2.885 -1.103 -0.019
N -4.093 -0.994 -0.521
O -4.563 0.175 -0.707
C -3.599 0.836 -0.449
C -2.616 0.160 0.186
C -1.377 0.656 0.822
O -1.201 1.946 0.941
N -0.312 -0.071 0.563
H -0.327 -1.033 0.193
C 1.014 0.462 1.113
C 1.599 -0.787 1.773
H 2.725 -0.776 2.072
H 1.131 -1.011 2.798
H 1.757 -1.805 1.146
H 0.891 1.099 1.879
C 1.963 0.553 -0.061
H 1.451 1.598 -0.407
C 2.122 -0.206 -1.317
H 1.871 -1.280 -0.751
H 1.220 -0.141 -2.111
C 3.327 -0.022 -1.604
H 3.484 0.841 -2.392
C 4.107 0.278 -0.287
H 4.433 -0.518 -0.155
O 3.342 1.022 0.287
H 5.083 0.639 -0.610
H 3.891 -0.838 -2.278
C -3.879 2.442 -0.290
H -4.704 2.733 0.134
H -3.821 2.889 -1.498
H -2.999 2.942 -0.029
H -1.608 -2.607 -0.419
H -3.161 -3.293 0.302
H -1.935 -2.401 1.294
```

## Properties
- lowest unoccupied orbital energy (eV) = 0.37
- total energy (eV) = -21844.56272
- molar mass (g/mol) = 238.287
- gap between HOMO and LUMO (eV) = 9.421
- spin multiplicity = 1

---

Formula: C23H23AsN3O9S4W
Source: OMol25
Level of theory: ωB97M-V/def2-TZVPD

Geometry as XYZ:
```
64
C23H23AsN3O9S4W ωB97M-V/def2-TZVPD
W -0.250 1.294 -1.480
O 0.567 -1.659 1.620
As 0.107 2.392 1.099
O 1.039 1.375 -0.128
O -1.053 2.555 -0.239
C -0.578 -2.135 2.170
C -0.633 -3.296 2.921
C -1.846 -3.732 3.432
C -3.027 -3.029 3.205
C -2.993 -1.869 2.466
C -1.767 -1.425 1.951
S -1.773 0.061 1.108
O -3.061 0.650 1.025
O -0.775 0.972 1.881
O -1.133 -0.144 -0.250
H 1.326 -2.134 1.985
H 0.274 -3.860 3.106
H -1.870 -4.640 4.019
H -3.962 -3.385 3.612
H -3.890 -1.291 2.288
N 6.737 3.240 -4.093
C 5.418 3.105 -3.986
C 4.839 2.608 -2.782
C 3.488 2.484 -2.664
C 2.658 2.847 -3.748
C 3.215 3.340 -4.951
C 4.567 3.460 -5.065
S 0.991 2.715 -3.665
O 0.288 3.375 -4.697
O 0.491 3.039 -2.227
N 0.433 1.157 -3.491
C 1.149 0.003 -3.234
S 2.322 -0.939 -3.988
C 2.189 -2.078 -2.676
C 1.283 -1.695 -1.756
N 0.692 -0.491 -2.089
H 7.355 3.016 -3.331
H 7.158 3.610 -4.930
H 5.484 2.354 -1.951
H 3.064 2.140 -1.728
H 2.569 3.630 -5.769
H 4.999 3.846 -5.979
H 2.794 -2.971 -2.681
H 0.998 -2.207 -0.852
C -4.671 7.236 -0.866
C -4.330 5.811 -1.162
C -4.599 4.802 -0.237
C -4.319 3.480 -0.526
C -3.777 3.168 -1.776
C -3.481 4.160 -2.720
C -3.754 5.468 -2.398
S -3.550 1.487 -2.064
C -4.084 1.214 -3.740
O -1.941 1.301 -2.331
H -4.788 7.410 0.201
H -5.616 7.491 -1.352
H -3.914 7.913 -1.260
H -5.039 5.057 0.718
H -4.525 2.697 0.194
H -3.043 3.918 -3.680
H -3.534 6.249 -3.114
H -3.587 1.905 -4.416
H -5.162 1.376 -3.739
H -3.862 0.178 -3.990
```

## Properties
- lowest unoccupied orbital energy (eV) = -10.55
- net charge = +3
- total energy (eV) = -153102.95699
- molar mass (g/mol) = 872.479
- gap between HOMO and LUMO (eV) = 5.456
- spin multiplicity = 1

---

Formula: C3H11ClN2Si
Source: OMol25
Level of theory: ωB97M-V/def2-TZVPD

Geometry as XYZ:
```
18
C3H11ClN2Si ωB97M-V/def2-TZVPD
C -0.114 0.372 -1.484
C -2.183 1.236 0.291
C 0.960 0.787 1.471
N 2.247 -1.985 0.048
N 1.763 -2.142 -1.048
Si -0.508 0.258 0.287
Cl -0.865 -1.800 0.580
H -0.961 0.148 -2.100
H 0.341 1.318 -1.529
H 0.712 -0.314 -1.719
H -2.548 0.817 -0.640
H -3.042 1.209 0.938
H -2.091 2.353 0.178
H 1.855 0.453 0.923
H 0.888 1.816 1.838
H 1.056 0.128 2.327
H 1.619 -2.176 0.858
H 0.870 -2.478 -1.221
```

## Properties
- lowest unoccupied orbital energy (eV) = 0.70
- total energy (eV) = -26669.18324
- molar mass (g/mol) = 138.674
- gap between HOMO and LUMO (eV) = 9.631
- spin multiplicity = 1
- SMILES = C[Si](C)(C)Cl.[H]/N=N\[H]

---

Formula: C3H5NO2S
Source: OMol25
Level of theory: ωB97M-V/def2-TZVPD

Geometry as XYZ:
```
12
C3H5NO2S ωB97M-V/def2-TZVPD
C 0.714 0.067 0.933
C 1.008 1.139 0.248
C 0.641 -0.916 1.731
N 0.879 1.385 -1.124
O 1.403 2.401 -1.507
O 0.233 0.609 -1.841
S -3.186 -1.349 -0.963
H -2.868 -1.142 -2.174
H 1.573 1.997 0.789
H 1.502 -1.555 1.859
H -1.881 -1.573 -0.418
H -0.018 -1.062 2.467
```

## Properties
- lowest unoccupied orbital energy (eV) = -0.60
- total energy (eV) = -19606.71758
- molar mass (g/mol) = 119.145
- gap between HOMO and LUMO (eV) = 9.018
- spin multiplicity = 1
- SMILES = C=C=C[N+](=O)[O-].S

---

Formula: C17H12NO5SZn
Source: OMol25
Level of theory: ωB97M-V/def2-TZVPD

Geometry as XYZ:
```
37
C17H12NO5SZn ωB97M-V/def2-TZVPD
O 3.875 -2.079 2.318
C 3.883 -2.197 1.155
Zn -0.437 -0.163 -0.338
C -2.105 0.912 -1.486
O -2.877 1.445 -2.102
C 1.579 0.300 -2.268
O 2.079 -0.622 -2.832
C -1.766 -2.095 0.331
O -2.284 -3.059 0.577
C 0.981 1.399 -1.449
O 1.352 2.562 -1.546
H -1.049 -1.533 -0.163
N -0.705 0.797 1.468
S -0.437 2.261 2.086
C -2.050 2.911 2.550
C -2.465 4.142 2.013
C -3.721 4.655 2.349
C -4.567 3.940 3.204
C -4.148 2.715 3.736
C -2.882 2.206 3.418
C 0.261 2.055 3.759
C 1.020 0.916 4.046
C 1.494 0.690 5.346
C 1.273 1.633 6.354
C 0.581 2.812 6.056
C 0.091 3.031 4.761
H -1.024 0.262 2.274
H -1.785 4.683 1.355
H -4.039 5.616 1.939
H -5.552 4.338 3.459
H -4.804 2.151 4.403
H -2.539 1.273 3.866
H 1.224 0.197 3.255
H 2.044 -0.225 5.572
H 1.647 1.454 7.365
H 0.423 3.560 6.837
H -0.441 3.955 4.535
```

## Properties
- lowest unoccupied orbital energy (spin up / spin down) (eV) = -4.68 / -5.14
- net charge = +1
- total energy (eV) = -88788.24629
- molar mass (g/mol) = 407.742
- gap between HOMO and LUMO (spin up / spin down) (eV) = 6.587 / 5.190
- spin multiplicity = 1

---

Q: Which of these has the highest spin multiplicity?
A: C23H27FeN4O3